[1]
A cluster of 15 separate species, C22H44BrCl28N3O3PS3 in total. Source: OMol25; level of theory: ωB97M-V/def2-TZVPD.

The geometry in XYZ format:
```
105
C22H44BrCl28N3O3PS3 ωB97M-V/def2-TZVPD
C 0.99214 2.90756 2.65227
C 0.47635 1.46712 2.51220
S -1.17318 1.37329 1.78307
C -2.06783 2.31829 3.06098
N -3.50396 2.45552 2.87733
S -4.38548 1.06674 3.43327
C -4.02962 3.07574 1.73963
N -4.62578 2.42820 0.67652
P -3.67876 2.15752 -0.77003
S -2.42161 3.55995 -1.17252
N -4.07742 4.39001 1.77365
Br -4.91978 5.38512 0.45086
C -3.55717 5.16454 2.87989
C -4.54264 5.09672 4.04885
O -5.70384 4.71403 3.92158
O -4.04051 5.48421 5.25696
C -3.11162 6.55259 5.28010
C -1.65367 6.20154 5.41322
O -3.52992 7.71211 5.21635
H 1.37248 3.08193 3.65434
H 1.79346 3.10626 1.94481
H 0.22327 3.65342 2.46592
H 1.15355 0.85663 1.93123
H 0.38168 1.03542 3.50947
H -1.58731 3.28395 3.19570
H -1.91558 1.79662 4.00840
H -5.64300 1.52039 3.30367
H -5.06241 1.55093 0.96769
H -4.65862 1.94851 -1.74534
H -3.06205 0.92461 -0.58477
H -3.48988 6.20679 2.56955
H -2.56696 4.87669 3.20049
H -1.13262 6.74268 4.62516
H -1.45970 5.14173 5.27105
H -1.26995 6.54236 6.36936
C 0.26793 -0.84785 -1.81823
Cl 1.00347 0.44869 -0.86659
Cl -1.34876 -0.41850 -2.41945
H 0.89557 -1.04384 -2.67591
H 0.19052 -1.72986 -1.19363
C -3.38686 -2.70007 0.18297
Cl -2.83326 -1.27119 1.07145
Cl -4.95113 -2.33553 -0.55433
H -2.67871 -2.93535 -0.60917
H -3.48970 -3.53536 0.86563
C 4.34083 -1.14442 -1.89188
Cl 4.23130 0.60171 -2.14181
Cl 3.42643 -2.02227 -3.12840
H 5.37618 -1.45570 -1.94979
H 3.92041 -1.39209 -0.92552
C -2.75912 -4.91237 -3.63741
Cl -1.88809 -4.55886 -2.12996
Cl -1.92240 -6.11668 -4.61165
H -3.74081 -5.28923 -3.37955
H -2.83661 -3.99362 -4.20563
C -8.57363 0.09576 0.16641
Cl -8.40751 1.35842 -1.05793
Cl -6.99580 -0.38183 0.82320
H -9.19323 0.46959 0.97161
H -9.02244 -0.77779 -0.28936
C 6.31744 1.60533 3.55079
Cl 5.38147 0.73752 2.31715
Cl 5.44590 1.77382 5.07653
H 7.22202 1.04304 3.73865
H 6.55544 2.59253 3.17565
C 6.83435 -2.26097 -5.57140
Cl 6.47276 -0.83096 -4.60344
Cl 7.30140 -3.63741 -4.55966
H 5.94816 -2.53237 -6.13131
H 7.65348 -2.03156 -6.24086
C 7.27624 -7.21853 -5.13687
Cl 7.75314 -8.14699 -6.56373
Cl 5.79504 -7.84555 -4.40404
H 8.07427 -7.27354 -4.40691
H 7.10640 -6.19303 -5.43530
C 9.21200 3.10506 6.77337
Cl 8.99881 2.73469 5.05501
Cl 7.66726 3.23884 7.61528
H 9.78699 2.30769 7.22644
H 9.73676 4.04807 6.85699
C 6.65099 -3.35759 1.93817
Cl 5.78088 -2.21700 0.90120
Cl 7.75681 -2.53079 3.03903
H 5.92644 -3.90919 2.52338
H 7.22259 -4.02629 1.30749
C -2.89358 -1.12226 6.37834
Cl -1.90274 -0.82604 7.80860
Cl -2.20073 -2.37572 5.34187
H -3.87926 -1.43887 6.69642
H -2.95811 -0.20302 5.80972
C -3.75245 2.81960 -5.25957
Cl -4.18922 4.29297 -4.39109
Cl -3.20347 1.52048 -4.18226
H -4.62596 2.46931 -5.79474
H -2.94884 3.04664 -5.94819
C 6.12244 -8.21296 -10.19575
Cl 6.04635 -6.46129 -10.43410
Cl 5.18960 -9.08427 -11.41683
H 7.15694 -8.52541 -10.26134
H 5.71805 -8.44660 -9.21894
C -8.23551 -1.26537 -4.55029
Cl -6.78856 -2.25908 -4.31605
Cl -8.43502 -0.77075 -6.23160
H -9.10048 -1.84614 -4.25498
H -8.14313 -0.37754 -3.93691
```

The total energy comes out at -496597.367 eV. The value obtained for the HOMO-LUMO gap is 0.264 Ha. The net charge is +1.



[2]
A structure of composition C27H20BCl3F4GeN9O5Pd. Source: OMol25; level of theory: ωB97M-V/def2-TZVPD.

The geometry in XYZ format:
```
71
C27H20BCl3F4GeN9O5Pd ωB97M-V/def2-TZVPD
Pd -0.41397 0.28772 -0.09724
C 4.57818 2.29202 -1.38186
N 3.57140 1.46642 -0.73783
C 2.42975 0.98841 -1.23253
N 1.82044 0.27822 -0.29627
C 2.65490 0.35868 0.78060
N 3.73301 1.05612 0.54104
C 5.36896 1.57445 -2.45455
C 6.30745 2.29607 -3.18702
C 7.07227 1.67122 -4.15970
C 6.90662 0.32054 -4.42177
C 5.96826 -0.40080 -3.69490
C 5.20682 0.22491 -2.70995
C 5.75951 -1.81698 -3.96328
N 6.42100 -2.61221 -4.73183
N 5.80644 -3.84410 -4.64903
C 4.81390 -3.71040 -3.83641
O 4.72166 -2.44455 -3.35858
C 3.82633 -4.69211 -3.41100
C 3.92739 -6.01208 -3.84183
C 2.96671 -6.92607 -3.45029
C 1.91111 -6.53094 -2.63914
C 1.81171 -5.21765 -2.19893
C 0.68125 -4.81115 -1.28341
N 0.16359 -3.48894 -1.59277
C 0.37917 -2.35603 -0.95010
N -0.32615 -1.37684 -1.52812
C -0.93902 -2.01706 -2.57202
N -0.66164 -3.28619 -2.63945
C 2.77585 -4.30127 -2.58807
H 5.23954 2.61330 -0.57921
H 4.08943 3.17975 -1.78628
H 2.05825 1.19733 -2.22195
H 2.43367 -0.09742 1.73147
H 6.44209 3.35417 -2.99247
H 7.79926 2.24287 -4.72097
H 7.48917 -0.17999 -5.18320
H 4.49930 -0.36350 -2.14276
H 4.75055 -6.30082 -4.48134
H 3.03093 -7.95207 -3.78717
H 1.15194 -7.24918 -2.35294
H 0.97463 -4.78658 -0.23456
H -0.15258 -5.50519 -1.36664
H 0.98487 -2.26834 -0.06698
H -1.53683 -1.53494 -3.31926
H 2.70616 -3.26844 -2.27040
O 0.16073 2.00163 1.08272
C 0.26353 2.95473 0.24220
O -0.01957 2.83963 -0.96806
C 0.76039 4.26802 0.76958
C 0.86431 5.35732 -0.08784
C 1.33181 6.57563 0.37918
C 1.70340 6.71442 1.70677
C 1.59077 5.61576 2.54286
C 1.12365 4.39116 2.10426
N 1.98777 5.75740 3.95576
O 1.85344 4.79238 4.67934
O 2.40805 6.84023 4.31581
H 0.56868 5.22919 -1.12068
H 1.40567 7.42283 -0.28919
H 2.07369 7.64751 2.10402
H 1.04450 3.55388 2.78063
Cl -3.57600 -0.27874 -2.06779
Ge -2.28981 1.14844 -1.14945
Cl -2.65652 2.95209 -2.18775
Cl -2.71488 1.10284 0.97535
F 0.01527 -1.30237 1.64358
B -0.93650 -2.39645 1.86137
F -0.25963 -3.58924 1.56491
F -1.39094 -2.36643 3.14734
F -1.94910 -2.16232 0.90430
```

The total energy comes out at -161087.768 eV. The calculation puts the relative energy (zero: lowest compared OMol25 entry of this formula, charge and spin) at 1.3556 eV. The value obtained for the HOMO-LUMO gap (alpha / beta) is 0.243 / 0.234 Ha. As for the expectation value of S²: 0.75. The multiplicity is 2.



[3]
A structure of composition C23H37BF2MoNOPS. Source: OMol25; level of theory: ωB97M-V/def2-TZVPD.

The geometry in XYZ format:
```
68
C23H37BF2MoNOPS ωB97M-V/def2-TZVPD
Mo -0.09565 1.90772 0.74831
O 1.44507 2.72258 1.75508
N 2.05698 3.83832 1.35700
C 3.06938 4.29535 2.14834
C 3.73401 5.42257 1.78569
C 3.35242 6.08698 0.60329
C 2.33017 5.60538 -0.15979
C 1.65001 4.43197 0.22788
S 0.32085 3.73217 -0.59404
H 3.23975 3.68858 3.02318
H 4.53378 5.78515 2.41367
H 3.86943 6.98700 0.30032
H 2.01346 6.10333 -1.06484
C 0.86026 -4.17313 -2.79397
C 0.77414 -2.87404 -3.57933
C 0.08966 -1.78448 -2.74244
C 0.40843 -1.93477 -1.23567
C 1.80008 -2.55332 -1.06261
C 1.78340 -3.99965 -1.58048
P 0.16222 -0.35741 -0.33036
C -1.48785 0.34340 -0.81926
C -2.76937 -0.49335 -0.56738
C -3.93474 -0.00257 -1.43493
C -3.91328 1.51446 -1.58328
C -2.63586 1.99111 -2.30563
C -1.51510 0.95192 -2.23341
C -0.01423 -0.73989 1.48785
C 1.34995 -0.80329 2.20677
C 1.15171 -1.32099 3.62517
C 0.69814 -2.78674 3.61457
C -0.12905 -3.11272 2.36586
C -0.95127 -1.90951 1.91424
H 1.21718 -4.98804 -3.42317
H -0.14478 -4.46222 -2.47030
H 0.22223 -3.00553 -4.51040
H 1.77727 -2.55011 -3.86894
H -0.99256 -1.84529 -2.87711
H 0.39326 -0.79734 -3.09853
H -0.33669 -2.58789 -0.76633
H 2.12879 -2.54801 -0.02740
H 2.51632 -1.93976 -1.61513
H 1.47370 -4.66814 -0.77372
H 2.80431 -4.28675 -1.83781
H -1.73826 1.25622 -0.16151
H -3.03797 -0.43139 0.48923
H -2.56409 -1.54790 -0.77206
H -4.87390 -0.33883 -0.99474
H -3.88494 -0.46643 -2.42376
H -3.98271 1.97412 -0.59227
H -4.79625 1.85126 -2.12556
H -2.28786 2.92356 -1.85216
H -2.84168 2.22293 -3.35120
H -0.55290 1.39436 -2.50094
H -1.69247 0.14236 -2.94196
H -0.56611 0.14124 1.92648
H 1.82661 0.17820 2.19121
H 2.02347 -1.46542 1.66228
H 0.40106 -0.69675 4.12102
H 2.06768 -1.19887 4.20336
H 0.11272 -2.99589 4.51117
H 1.56821 -3.44464 3.65648
H -0.79015 -3.96015 2.55129
H 0.52717 -3.42494 1.54650
H -1.59020 -1.57084 2.73363
H -1.62662 -2.18507 1.10652
F -2.64429 2.00410 2.59844
B -1.69272 2.72198 1.98934
F -1.66975 4.03372 2.20825
```

The total energy comes out at -56075.350 eV. The calculation puts the relative energy (zero: lowest compared OMol25 entry of this formula, charge and spin) at 0.0000 eV. The value obtained for the HOMO-LUMO gap (alpha / beta) is 0.245 / 0.243 Ha. As for the expectation value of S²: 0.76. The multiplicity is 2. The net charge is +1.



[4]
A cluster of 4 separate species, C13H36N2O11PS3 in total. Source: OMol25; level of theory: ωB97M-V/def2-TZVPD.

The geometry in XYZ format:
```
66
C13H36N2O11PS3 ωB97M-V/def2-TZVPD
C -3.21466 2.31907 3.67240
N -2.79086 1.02444 4.20579
C -3.75190 0.52881 5.21816
C -2.46829 0.03354 3.29764
O -2.01148 -1.03942 3.62573
C -2.72514 0.24711 1.79411
N -1.62268 0.98209 1.07227
P 0.14386 0.60812 1.44119
O 0.82858 1.89866 1.49851
H -3.11289 3.05619 4.46568
H -2.55801 2.66033 2.87482
H -4.25493 2.32871 3.33058
H -4.68367 0.20223 4.74882
H -3.96940 1.34031 5.90759
H -3.31457 -0.30213 5.75983
H -2.83637 -0.72485 1.32644
H -3.64027 0.81611 1.63467
H -1.72174 2.00558 1.16372
H -1.75149 0.79939 0.07307
H 0.01639 -0.12095 2.62144
H 0.43302 -0.23943 0.37666
O 1.43556 -2.06355 0.99792
S 2.12393 -3.30536 0.70994
O 1.38337 -4.31516 0.02140
O 2.72446 -3.85714 2.04934
C 1.84796 -3.99641 3.20892
C 0.97277 -5.22399 3.12503
C 3.63497 -2.98871 -0.11806
H 1.26634 -3.08040 3.31418
H 2.54164 -4.05354 4.04360
H 0.23217 -5.13797 2.33178
H 0.45238 -5.35291 4.07421
H 1.57548 -6.11049 2.93210
H 4.18663 -2.23519 0.43742
H 3.40140 -2.64452 -1.12333
H 4.18692 -3.92336 -0.17589
O 3.71831 -3.41051 -3.38876
S 2.49940 -3.39826 -4.14965
O 2.12421 -4.56114 -4.88588
O 2.50368 -2.13065 -5.09325
C 3.66973 -1.93776 -5.94930
C 3.64903 -2.83394 -7.16530
C 1.18534 -2.91013 -3.09302
H 4.56635 -2.08258 -5.34670
H 3.61291 -0.88757 -6.22534
H 3.77680 -3.88032 -6.89449
H 4.46234 -2.54600 -7.83179
H 2.70471 -2.73385 -7.69944
H 1.49987 -2.01139 -2.56707
H 1.03082 -3.73257 -2.39607
H 0.29029 -2.72545 -3.68081
O -2.70824 4.03531 0.41948
S -2.53271 4.75287 -0.82516
O -1.90886 4.03583 -1.89439
O -1.78280 6.09495 -0.53216
C -0.54089 6.05403 0.24013
C 0.63926 5.60158 -0.58522
C -4.05981 5.43169 -1.35181
H -0.70130 5.42409 1.11480
H -0.42416 7.07935 0.58043
H 0.55723 4.55329 -0.86723
H 1.54898 5.73095 0.00088
H 0.71985 6.19434 -1.49553
H -4.50503 5.97792 -0.52514
H -4.68958 4.59664 -1.65083
H -3.86518 6.08406 -2.19902
```

The total energy comes out at -81354.852 eV. The value obtained for the HOMO-LUMO gap is 0.351 Ha. The net charge is +1.



[5]
A structure of composition CH5O4PSi. Source: OMol25; level of theory: ωB97M-V/def2-TZVPD.

The geometry in XYZ format:
```
12
CH5O4PSi ωB97M-V/def2-TZVPD
C 1.91646 -1.03262 0.07948
O -1.36687 2.52259 -1.52240
O -2.68158 0.48780 -0.86487
O -1.82346 2.05857 0.99488
O -0.25680 -0.27474 1.93719
Si 0.02571 -0.53849 0.49584
P -1.76292 1.57678 -0.40274
H 1.91959 -1.72447 -0.69293
H 2.43383 -0.18488 -0.22327
H 2.53658 -1.53099 0.91518
H -0.44881 0.57923 -0.60649
H -0.49173 -1.93878 -0.10986
```

The total energy comes out at -26475.910 eV. The calculation puts the relative energy (zero: lowest compared OMol25 entry of this formula, charge and spin) at 2.2315 eV. The value obtained for the HOMO-LUMO gap is 0.271 Ha. The net charge is -2.



[6]
A cluster of 2 separate species, C2H4N2O3S in total. Source: OMol25; level of theory: ωB97M-V/def2-TZVPD.

The geometry in XYZ format:
```
12
C2H4N2O3S ωB97M-V/def2-TZVPD
C -0.15947 1.27944 1.48062
C 0.41344 -0.33817 -1.32636
N 0.10948 -0.81052 -0.15444
N 1.58938 -1.05891 -1.84581
O -3.56572 0.04423 1.15888
O -0.06136 0.53280 -2.06180
O -0.71368 -1.18657 2.12309
S -0.91469 -0.22331 1.01459
H -0.25156 1.97773 0.64217
H -0.71351 1.67883 2.33814
H 2.06128 -1.49775 -1.06163
H 2.20642 -0.39780 -2.30744
```

The total energy comes out at -22089.350 eV. The calculation puts the relative energy (zero: lowest compared OMol25 entry of this formula, charge and spin) at 4.1534 eV. The value obtained for the HOMO-LUMO gap (alpha / beta) is 0.201 / 0.200 Ha. The net charge is -2.